# 1
Density functional theory data (ωB97M-V/def2-TZVPD) for C19H50N3O8Zn as an isolated structure in a non-equilibrium geometry.

Output
Charge   +1

Atoms and positions in Å:
Zn1 1.31115 -2.67497 0.48920
O1 1.29745 1.50310 -2.03267
C1 1.17593 0.35089 -1.35274
O2 0.58915 0.12757 -0.33377
O3 1.74040 -0.69982 -1.80382
H1 1.89790 1.23045 -2.73033
C2 -1.79406 1.35846 -5.16786
C3 -3.20208 1.17762 -4.63412
C4 -3.21062 1.27888 -3.15027
O4 -4.12475 2.19328 -5.18381
H2 -1.18891 0.56712 -4.72552
H3 -1.45082 2.33282 -4.82014
H4 -1.69867 1.42176 -6.25183
H5 -3.46405 0.15823 -4.91751
H6 -2.80879 0.42256 -2.60865
H7 -4.20867 1.41898 -2.73510
H8 -2.61190 2.16019 -2.92018
H9 -4.97793 1.76771 -5.07169
C5 5.98942 1.38852 -4.67816
C6 4.95675 1.72560 -5.83035
C7 5.50247 1.55131 -7.27610
O5 3.79485 1.06864 -5.56707
H10 6.69029 2.21986 -4.60221
H11 6.43486 0.41038 -4.85959
H12 5.55335 1.09720 -3.72261
H13 4.74443 2.78774 -5.70835
H14 6.45001 2.08800 -7.32342
H15 4.84122 1.87442 -8.08011
H16 5.64603 0.49806 -7.51724
H17 4.04893 0.18216 -5.83391
C8 -4.01042 1.53617 2.46091
C9 -3.58443 1.51073 3.88520
C10 -4.61460 0.80892 4.83061
O6 -5.86409 1.51250 4.84225
C11 -6.96821 1.07431 5.67767
N1 -2.29484 0.85332 4.02842
H18 -3.58837 0.82145 1.75442
H19 -3.63961 2.48685 2.07779
H20 -5.06387 1.39270 2.22050
H21 -3.48437 2.56675 4.13604
H22 -4.23614 0.89607 5.84907
H23 -4.72102 -0.24840 4.58802
H24 -6.74578 1.32301 6.71535
H25 -7.12745 0.03922 5.37546
H26 -7.94567 1.43105 5.35297
H27 -1.65569 1.14094 3.30119
H28 -1.90776 1.02301 4.94575
C12 -2.87793 -4.24218 2.93130
C13 -1.95116 -4.13862 1.69582
C14 -2.47744 -3.53910 0.38969
O7 -1.28606 -3.58291 -0.44741
C15 -1.54008 -3.94634 -1.82475
N2 -0.87002 -3.33979 2.15512
H29 -3.38569 -5.17873 3.16187
H30 -3.73825 -3.57826 2.84681
H31 -2.43707 -4.00599 3.89978
H32 -1.56892 -5.11671 1.40371
H33 -2.77387 -2.51147 0.59997
H34 -3.28262 -4.14423 -0.02698
H35 -1.96040 -4.95139 -1.86099
H36 -0.62796 -3.90751 -2.42026
H37 -2.06164 -3.14700 -2.35119
H38 -0.54313 -3.83098 2.97486
H39 -1.34825 -2.49604 2.43704
C16 4.42863 -0.22099 4.17440
C17 4.11443 -0.05497 2.70959
C18 5.03477 1.01445 2.02472
O8 5.01839 2.38599 2.45070
C19 4.02160 3.15373 1.67713
N3 4.00919 -1.30659 1.99860
H40 4.33796 0.74437 4.67236
H41 5.42315 -0.64639 4.30877
H42 3.80063 -0.98282 4.63629
H43 3.08955 0.31430 2.67262
H44 4.82511 0.94511 0.95733
H45 6.03727 0.61515 2.17855
H46 4.26817 3.36828 0.63729
H47 3.96246 4.13369 2.15071
H48 3.04306 2.67666 1.73157
H49 3.99102 -1.95585 2.77205
H50 4.85376 -1.68208 1.59140

# 2
Density functional theory data (ωB97M-V/def2-TZVPD) for C19H51F3O10Y as an isolated structure in a non-equilibrium geometry.

Output
Charge   +1
Energy relative to the best compared isomer or geometry (same formula, charge and spin)   0.0000 eV

Atoms and positions in Å:
Y1 21.93541 27.07628 11.64489
C1 20.12530 25.37726 9.20809
O1 20.92180 24.35088 9.73251
O2 20.41759 26.52167 9.87604
C2 20.32608 25.52613 7.67892
F1 21.65647 25.56603 7.41218
F2 19.79827 24.47658 6.96559
F3 19.72499 26.63291 7.18236
C3 20.58338 22.98438 9.49837
C4 21.91343 22.24892 9.61710
H1 22.72630 22.55225 8.96649
H2 22.16003 22.28783 10.68099
H3 21.72292 21.18934 9.41425
H4 20.11920 22.78614 8.52912
H5 19.86626 22.60146 10.23246
H6 19.06166 25.15640 9.40084
C5 24.68859 24.66816 11.16478
O3 23.77645 25.60142 11.68771
H7 25.02300 24.93199 10.15480
H8 25.61053 24.67881 11.76297
H9 24.23249 23.67612 11.18591
C6 24.18053 24.17352 6.99795
C7 25.21692 23.09047 7.10701
O4 25.37139 22.30786 5.92098
H10 23.26112 23.83503 6.52996
H11 24.58616 24.92102 6.29438
H12 24.15261 24.72977 7.93308
H13 24.90419 22.40965 7.90685
H14 26.20484 23.47809 7.38131
H15 25.36716 22.95642 5.20409
C8 21.03433 28.16007 15.66713
C9 22.38257 27.70647 15.13265
O5 22.30894 26.89326 13.94632
H16 20.51059 28.77623 14.93591
H17 21.24960 28.72738 16.57277
H18 20.38425 27.34905 15.99516
H19 22.94170 27.15715 15.89046
H20 23.01674 28.56856 14.91154
H21 22.92943 26.13480 14.01727
C10 24.73815 20.37398 11.56375
C11 24.55682 19.64877 12.90272
O6 25.71248 19.94426 13.71868
H22 24.74680 21.46158 11.53209
H23 23.83636 20.16410 10.96517
H24 25.53964 19.95964 10.95451
H25 24.54160 18.56440 12.80078
H26 23.68566 20.02057 13.43737
H27 26.41327 19.33081 13.48708
C12 27.89497 27.81587 12.77450
C13 27.03524 28.23261 13.97508
O7 25.82206 27.48478 14.00113
H28 28.75299 28.48470 12.67022
H29 27.33005 28.04146 11.86433
H30 28.19958 26.77320 12.73502
H31 26.77501 29.29052 14.02673
H32 27.56131 28.08224 14.92767
H33 26.07897 26.55698 14.02868
C14 25.22964 27.99125 9.28304
C15 23.86381 27.64445 8.76462
O8 22.79984 28.00422 9.69913
H34 25.25958 29.00347 9.70420
H35 25.99870 28.02850 8.51174
H36 25.60702 27.37108 10.09787
H37 23.78336 26.58376 8.53586
H38 23.59809 28.22767 7.88300
H39 22.08586 28.46197 9.23924
C16 20.44035 23.92302 14.43737
C17 20.87824 24.14584 12.96751
O9 20.52932 25.52063 12.60075
H40 21.13836 24.40207 15.11720
H41 20.50589 22.84191 14.58887
H42 19.39636 24.20767 14.53835
H43 20.18777 23.53954 12.38099
H44 21.92395 23.94462 12.76989
H45 19.56861 25.57993 12.57837
C18 23.78220 22.88660 15.78130
C19 24.43234 23.50873 14.56237
O10 24.13058 24.92762 14.50194
H46 23.89144 21.80510 15.74502
H47 22.73465 23.17384 15.81581
H48 24.31254 23.27940 16.64986
H49 23.97380 23.11512 13.64648
H50 25.50845 23.33861 14.53064
H51 24.32164 25.21209 13.59207

# 3
Density functional theory data (ωB97M-V/def2-TZVPD) for C19H52AlO7 as an isolated structure in a non-equilibrium geometry.

Output
Charge   -1

Atoms and positions in Å:
C1 0.44961 5.08793 -6.74706
O1 0.14354 3.75443 -6.17878
C2 -1.19357 3.30739 -6.64394
Al1 -1.11839 1.98484 -8.22809
C3 -0.56097 0.05694 -7.65724
O2 0.50662 -0.33578 -8.59735
C4 1.73558 -0.74890 -7.90222
H1 -0.11435 5.94465 -6.16820
H2 0.12149 5.16747 -7.88874
H3 1.60194 5.35491 -6.70289
H4 -1.77696 2.85789 -5.70590
H5 -1.73110 4.28409 -7.06647
H6 -0.20395 2.54440 -9.42883
H7 -2.62346 1.90201 -8.79375
H8 -0.27173 -0.01474 -6.52547
H9 -1.50054 -0.62597 -7.93240
H10 1.86790 -0.30613 -6.82565
H11 1.75145 -1.94146 -7.86133
H12 2.64308 -0.33385 -8.55721
C5 -3.85355 1.19356 -2.14959
C6 -2.57901 1.70615 -2.80102
C7 -1.72605 2.48536 -1.81258
O3 -2.91613 2.54828 -3.90029
H13 -4.46817 2.02388 -1.78408
H14 -4.46318 0.64532 -2.87577
H15 -3.62795 0.52955 -1.30931
H16 -2.00391 0.86284 -3.19850
H17 -2.26528 3.36150 -1.43509
H18 -0.81814 2.85862 -2.29845
H19 -1.43670 1.86011 -0.96217
H20 -3.42701 3.29999 -3.55668
C8 2.95667 1.49927 0.96924
C9 1.52136 0.99814 0.98630
C10 1.46300 -0.51898 0.90461
O4 0.81248 1.55797 -0.11611
H21 3.46148 1.21082 0.04038
H22 2.98285 2.59319 1.01619
H23 3.52478 1.09865 1.81459
H24 1.02411 1.33674 1.90172
H25 1.91489 -0.87900 -0.02656
H26 0.42367 -0.86465 0.90541
H27 1.98636 -0.98013 1.74799
H28 1.24707 1.26253 -0.93342
C11 -6.50632 2.46678 1.68596
C12 -6.53041 1.07789 1.06793
C13 -7.47440 0.15302 1.81975
O5 -5.21538 0.52881 1.08872
H29 -6.15510 2.42814 2.72324
H30 -5.81361 3.11792 1.14216
H31 -7.50105 2.92300 1.67066
H32 -6.84027 1.14684 0.01954
H33 -7.15750 0.03237 2.86182
H34 -7.47214 -0.84630 1.37137
H35 -8.49816 0.53988 1.80852
H36 -4.93202 0.46388 2.01588
C14 3.62155 -1.94243 5.68435
C15 4.09570 -0.80929 4.78840
C16 4.77152 0.28872 5.59424
O6 2.98115 -0.26305 4.08794
H37 2.88618 -1.58408 6.41346
H38 3.12636 -2.71953 5.09236
H39 4.45859 -2.39441 6.22560
H40 4.79399 -1.19935 4.03998
H41 4.07689 0.72617 6.32019
H42 5.09654 1.10314 4.93791
H43 5.64301 -0.09636 6.13283
H44 2.35576 0.08580 4.74471
C17 4.80969 -5.85066 6.32218
C18 3.29624 -5.73908 6.41486
C19 2.68675 -6.97996 7.04768
O7 2.75492 -5.56082 5.10856
H45 5.10238 -6.70266 5.69830
H46 5.23347 -4.95597 5.85367
H47 5.25795 -5.97291 7.31313
H48 3.02768 -4.85571 7.00429
H49 2.90420 -7.87203 6.44951
H50 1.59617 -6.89079 7.09659
H51 3.07138 -7.13612 8.06036
H52 2.98848 -6.34066 4.57806

LUMO? In order: -0.269; -0.145; 0.063 Ha.
Highest occupied orbital energy? In order: -11.347; -11.926; -3.483 eV.